Entry from the OMol25 dataset: a 11-piece molecular cluster, C33H66O11 overall (wB97M-V/def2-TZVPD).

Summary:
**Energy relative to the best compared isomer or geometry (same formula, charge and spin)**: 36.99 kJ/mol
**E_tot**: -2124.59504 hartree
**SMILES**: CC(C)=O.CC(C)=O.CC(C)=O.CC(C)=O.CC(C)=O.CC(C)=O.CC(C)=O.CC(C)=O.CC(C)=O.CC(C)=O.CC(C)=O

Geometry as ORCA input:
```
! RIJCOSX wB97M-V def2-TZVPD def2/J DEFGRID3
* xyz 0 1
C -2.80 2.81 -0.73
C -2.42 4.26 -0.52
O -1.27 4.61 -0.41
C -3.57 5.31 -0.38
H -3.41 2.74 -1.66
H -3.36 2.46 0.12
H -1.89 2.22 -0.83
H -3.15 6.18 0.15
H -4.40 4.80 0.15
H -3.86 5.66 -1.36
C -2.37 1.24 2.59
C -2.58 1.23 4.11
O -3.66 0.90 4.54
C -1.42 1.65 5.02
H -1.78 0.36 2.30
H -1.68 2.09 2.29
H -3.32 1.38 2.08
H -1.66 1.25 6.02
H -1.31 2.73 5.06
H -0.53 1.15 4.61
C -0.93 -2.98 4.35
C -0.01 -1.96 3.76
O -0.29 -1.29 2.76
C 1.28 -1.64 4.54
H -0.38 -3.85 4.66
H -1.69 -3.26 3.61
H -1.40 -2.55 5.21
H 1.91 -2.52 4.72
H 0.97 -1.21 5.49
H 1.90 -0.90 4.02
C -2.02 1.44 -3.86
C -0.63 1.89 -4.30
O -0.12 1.45 -5.34
C 0.04 2.89 -3.39
H -2.47 0.78 -4.61
H -2.61 2.36 -3.75
H -2.02 0.94 -2.89
H 0.40 2.39 -2.49
H -0.61 3.72 -3.20
H 0.92 3.28 -3.91
C -2.57 -6.01 0.85
C -2.11 -4.77 0.23
O -1.53 -4.72 -0.83
C -2.26 -3.48 1.06
H -2.56 -6.89 0.18
H -3.52 -5.80 1.38
H -1.81 -6.23 1.60
H -2.67 -2.73 0.39
H -1.28 -3.11 1.36
H -2.89 -3.60 1.94
C 3.61 -3.94 1.71
C 2.15 -4.27 1.41
O 1.34 -4.29 2.34
C 1.71 -4.54 -0.03
H 3.71 -3.53 2.71
H 3.89 -3.12 1.02
H 4.19 -4.84 1.61
H 1.97 -3.76 -0.70
H 0.66 -4.74 -0.08
H 2.24 -5.38 -0.49
C 3.22 1.08 -3.11
C 2.46 -0.06 -3.74
O 1.71 -0.74 -3.09
C 2.76 -0.31 -5.21
H 3.42 1.78 -3.90
H 4.20 0.73 -2.78
H 2.72 1.59 -2.32
H 3.84 -0.21 -5.31
H 2.17 0.30 -5.87
H 2.41 -1.32 -5.47
C -0.50 -0.57 -0.52
C 0.79 0.07 -0.23
O 0.97 1.24 -0.54
C 1.89 -0.77 0.40
H -1.33 0.12 -0.47
H -0.68 -1.39 0.19
H -0.46 -1.08 -1.50
H 1.37 -1.43 1.12
H 2.60 -0.10 0.82
H 2.44 -1.37 -0.38
C -3.99 -4.36 -3.39
C -3.59 -2.91 -3.83
O -4.17 -2.35 -4.73
C -2.54 -2.27 -2.95
H -4.35 -4.28 -2.35
H -3.11 -5.00 -3.32
H -4.78 -4.77 -4.05
H -1.83 -3.01 -2.60
H -3.03 -1.79 -2.11
H -2.03 -1.48 -3.47
C 3.43 3.60 2.97
C 2.66 2.27 3.03
O 3.18 1.25 3.43
C 1.24 2.30 2.60
H 4.52 3.46 2.93
H 3.25 4.27 3.80
H 3.04 4.04 2.07
H 0.80 3.03 3.28
H 0.73 1.33 2.62
H 1.09 2.75 1.59
C 1.94 4.99 -1.00
C 3.18 4.36 -1.54
O 3.58 4.63 -2.68
C 3.85 3.41 -0.65
H 1.27 5.23 -1.81
H 2.19 5.84 -0.41
H 1.46 4.22 -0.35
H 4.75 2.95 -1.07
H 3.11 2.59 -0.52
H 4.10 3.88 0.26
*
```

---

Entry from the OMol25 dataset: an isolated molecule of C5H10N2O (wB97M-V/def2-TZVPD).

Summary:
**Energy relative to the best compared isomer or geometry (same formula, charge and spin)**: 411.66 kJ/mol
**E_tot**: -381.12864 hartree

Geometry as ORCA input:
```
! RIJCOSX wB97M-V def2-TZVPD def2/J DEFGRID3
* xyz 0 1
C 0.27 0.27 -0.07
C 0.54 0.20 -1.54
C -0.16 -0.96 -0.87
C 1.42 0.17 0.90
N -1.94 -0.24 1.65
C -1.83 0.97 1.08
O 1.88 0.06 -1.95
N -0.74 1.24 0.34
H 1.90 -0.51 -2.73
H -0.06 0.84 -2.18
H -2.72 -0.41 2.26
H -1.26 -0.98 1.55
H -1.21 -1.10 -1.08
H 0.42 -1.86 -0.72
H -1.65 1.82 -0.08
H 1.08 -0.21 1.87
H 2.20 -0.47 0.50
H 1.85 1.16 1.07
*
```

---

Entry from the OMol25 dataset: an isolated molecule of C5H10N2O (wB97M-V/def2-TZVPD).

Summary:
**Energy relative to the best compared isomer or geometry (same formula, charge and spin)**: 425.48 kJ/mol
**E_tot**: -381.12338 hartree
**SMILES**: [H]/N=[N+]([O-])/C=C(/C)CC

Geometry as ORCA input:
```
! RIJCOSX wB97M-V def2-TZVPD def2/J DEFGRID3
* xyz 0 1
C -0.73 1.15 0.04
C -0.62 -0.15 0.29
C -1.40 -0.84 1.31
C 1.63 -1.21 0.13
C 0.26 -1.06 -0.56
N -0.26 3.07 -0.95
N 0.06 1.84 -0.90
O 0.93 1.29 -1.59
H -1.40 1.80 0.69
H -2.42 -1.04 0.89
H -0.72 -1.75 1.57
H -1.72 -0.25 2.25
H 1.55 -1.62 1.20
H 2.27 -1.76 -0.62
H 2.18 -0.37 0.16
H 0.36 -0.65 -1.57
H -0.19 -2.02 -0.66
H 0.24 3.58 -1.68
*
```

---

Entry from the OMol25 dataset: C3H6O2 as an isolated structure (wB97M-V/def2-TZVPD).

Summary:
**Energy relative to the best compared isomer or geometry (same formula, charge and spin)**: 285.87 kJ/mol
**E_tot**: -268.29634 hartree

Geometry as ORCA input:
```
! RIJCOSX wB97M-V def2-TZVPD def2/J DEFGRID3
* xyz 0 1
O 1.68 -1.38 -0.30
C -0.36 -0.08 0.84
C -0.18 1.23 0.12
O -1.02 0.71 -0.95
C -1.16 -0.43 -0.17
H 2.06 -0.57 -0.65
H 0.02 -0.50 1.77
H -0.68 2.07 0.60
H 0.81 1.53 -0.24
H -1.85 -1.22 -0.43
H 0.75 -1.33 -0.54
*
```

---

Entry from the OMol25 dataset: C29H27N4O3RhS4 as an isolated structure (wB97M-V/def2-TZVPD).

Summary:
**Energy relative to the best compared isomer or geometry (same formula, charge and spin)**: 3.68 kJ/mol
**E_tot**: -3269.41578 hartree

Geometry as ORCA input:
```
! RIJCOSX wB97M-V def2-TZVPD def2/J DEFGRID3
* xyz 0 1
Rh 1.39 -0.30 -0.64
C 2.54 -1.97 3.16
C 2.56 -1.14 1.90
N 1.58 -1.24 1.05
N 0.51 -2.04 1.49
C -0.49 -2.11 0.70
S -0.60 -1.34 -0.84
S -1.95 -2.99 1.16
C -1.42 -3.86 2.67
C -0.89 -5.25 2.40
C -1.71 -6.36 2.56
C -1.23 -7.63 2.29
C 0.07 -7.81 1.86
C 0.90 -6.70 1.69
C 0.42 -5.43 1.96
C 3.68 -0.22 1.71
C 4.52 0.06 2.82
C 5.62 0.86 2.71
C 5.96 1.41 1.47
C 5.17 1.17 0.37
C 4.00 0.39 0.46
O 3.29 0.26 -0.62
H 1.99 -2.90 3.01
H 2.04 -1.41 3.95
H 3.55 -2.20 3.48
H -2.30 -3.89 3.31
H -0.67 -3.23 3.14
H -2.73 -6.23 2.90
H -1.88 -8.49 2.42
H 0.45 -8.80 1.65
H 1.92 -6.83 1.35
H 1.05 -4.56 1.82
H 4.27 -0.35 3.79
H 6.23 1.07 3.58
H 6.84 2.03 1.37
H 5.40 1.60 -0.60
C -3.62 1.13 -3.50
C -2.29 1.81 -3.53
C -2.10 3.15 -3.73
C -0.80 3.64 -3.71
N 0.27 2.85 -3.51
C 0.08 1.56 -3.33
S 1.32 0.37 -3.12
N -1.20 1.06 -3.37
C -0.53 5.09 -3.91
H -4.42 1.87 -3.44
H -3.68 0.46 -2.64
H -3.76 0.54 -4.41
H -2.94 3.82 -3.84
H -1.26 0.06 -3.22
H -1.40 5.69 -3.67
H -0.27 5.26 -4.96
H 0.33 5.40 -3.31
O -5.08 4.70 -0.61
C -3.87 4.86 -1.19
O -3.73 5.66 -2.07
C -2.76 4.00 -0.67
C -1.47 4.52 -0.67
C -0.40 3.70 -0.34
C -0.61 2.37 0.01
S 0.76 1.44 0.64
C -1.91 1.86 0.04
C -2.98 2.68 -0.30
H -5.00 4.13 0.17
H -1.31 5.55 -0.97
H 0.61 4.09 -0.35
H -2.07 0.83 0.32
H -3.98 2.26 -0.30
*
```

---

Entry from the OMol25 dataset: an isolated molecule of C23H29N3O5S (wB97M-V/def2-TZVPD).

Summary:
**Energy relative to the best compared isomer or geometry (same formula, charge and spin)**: 69.13 kJ/mol
**E_tot**: -1832.52748 hartree
**SMILES**: Cc1ccc(S(=O)(=O)NCC(=O)N(CC(=O)NCc2ccccc2)C[C@H]2CCCO2)cc1

Geometry as ORCA input:
```
! RIJCOSX wB97M-V def2-TZVPD def2/J DEFGRID3
* xyz 0 1
C 0.00 -3.86 -6.14
C -0.27 -3.26 -4.80
C -0.85 -4.02 -3.79
C -1.08 -3.47 -2.54
C -0.73 -2.15 -2.31
C -0.16 -1.37 -3.29
C 0.07 -1.93 -4.54
H 0.52 -1.34 -5.32
H 0.10 -0.35 -3.08
S -1.09 -1.45 -0.72
O -1.22 -2.49 0.26
O -0.14 -0.40 -0.41
N -2.62 -0.83 -0.96
H -3.13 -0.83 -0.08
C -2.72 0.41 -1.70
C -1.58 1.42 -1.49
O -0.79 1.62 -2.40
N -1.53 2.14 -0.35
C -2.48 2.04 0.74
H -2.31 2.88 1.41
H -3.50 2.10 0.36
C -2.39 0.75 1.58
O -3.33 -0.05 1.59
N -1.29 0.60 2.30
H -0.54 1.28 2.23
C -1.05 -0.60 3.08
C 0.42 -0.72 3.38
C 0.94 -0.25 4.58
C 2.30 -0.34 4.83
C 3.15 -0.90 3.89
C 2.63 -1.37 2.70
C 1.27 -1.28 2.44
H 0.86 -1.64 1.51
H 3.29 -1.81 1.96
H 4.21 -0.97 4.09
H 2.70 0.03 5.77
H 0.29 0.19 5.32
H -1.63 -0.55 4.01
H -1.39 -1.46 2.50
C -0.43 3.09 -0.23
H -0.76 3.95 0.35
H -0.18 3.39 -1.25
C 0.82 2.49 0.41
C 2.11 3.26 0.07
H 1.87 4.27 -0.26
H 2.65 2.76 -0.73
C 2.90 3.28 1.39
H 3.89 2.85 1.29
H 3.00 4.30 1.76
C 2.02 2.45 2.34
H 2.34 1.40 2.32
H 2.02 2.81 3.36
O 0.71 2.56 1.84
H 0.90 1.44 0.11
H -3.68 0.88 -1.47
H -2.69 0.16 -2.77
H -1.53 -4.03 -1.74
H -1.12 -5.05 -3.98
H 0.99 -4.34 -6.14
H -0.73 -4.63 -6.38
H -0.01 -3.11 -6.92
*
```

---

Entry from the OMol25 dataset: a 8-piece molecular cluster, C12H18Br2Cl18O overall (wB97M-V/def2-TZVPD).

Summary:
**E_tot**: -13974.72776 hartree
**SMILES**: ClC(Cl)Cl.ClC(Cl)Cl.ClC(Cl)Cl.ClC(Cl)Cl.ClC(Cl)Cl.ClC(Cl)Cl.C1CCOC1.BrCCBr

Geometry as ORCA input:
```
! RIJCOSX wB97M-V def2-TZVPD def2/J DEFGRID3
* xyz 0 1
C 13.46 31.74 -4.69
Cl 14.74 32.87 -5.07
Cl 12.83 31.99 -3.05
Cl 14.00 30.08 -4.89
H 12.63 31.91 -5.37
C 12.13 27.87 -1.03
Cl 13.49 27.47 -2.09
Cl 11.60 26.48 -0.10
Cl 10.79 28.55 -1.95
H 12.52 28.65 -0.38
C 4.80 30.21 -4.99
Cl 3.19 30.93 -5.12
Cl 4.68 28.46 -5.26
Cl 5.53 30.54 -3.42
H 5.45 30.64 -5.75
C 4.60 27.29 -8.49
Cl 4.39 25.76 -7.66
Cl 4.03 27.18 -10.16
Cl 6.27 27.82 -8.43
H 3.99 28.03 -7.99
C 9.61 25.53 -8.28
Cl 9.28 26.36 -9.78
Cl 10.72 24.18 -8.53
Cl 8.13 24.95 -7.51
H 10.07 26.22 -7.59
C 9.59 24.86 -2.68
Cl 7.96 24.45 -3.24
Cl 10.57 25.44 -4.01
Cl 10.34 23.49 -1.91
H 9.48 25.66 -1.97
C 10.25 29.71 -4.80
C 9.97 28.37 -5.53
C 8.44 28.22 -5.33
O 7.96 29.53 -5.06
C 8.91 30.09 -4.18
H 10.48 30.46 -5.57
H 11.12 29.69 -4.15
H 10.52 27.58 -5.02
H 10.24 28.40 -6.58
H 8.22 27.52 -4.52
H 7.92 27.86 -6.21
H 8.78 29.62 -3.19
H 8.77 31.16 -4.09
Br 3.19 26.96 0.09
C 5.09 27.44 0.00
C 5.63 26.99 -1.32
Br 7.43 27.70 -1.54
H 5.54 26.94 0.85
H 5.15 28.50 0.19
H 5.03 27.36 -2.15
H 5.69 25.90 -1.36
*
```

---

Entry from the OMol25 dataset: a 2-piece molecular cluster, C4H7N2S overall (wB97M-V/def2-TZVPD).

Summary:
**Energy relative to the best compared isomer or geometry (same formula, charge and spin)**: 811.06 kJ/mol
**E_tot**: -663.76575 hartree

Geometry as ORCA input:
```
! RIJCOSX wB97M-V def2-TZVPD def2/J DEFGRID3
* xyz 1 1
C 0.05 0.90 0.27
C 0.26 -0.63 -0.75
C 1.89 -0.67 1.29
C -1.77 0.93 -1.43
N 0.70 -0.27 0.56
N -0.80 0.30 -0.61
S -0.67 -3.34 0.48
H 0.11 2.00 0.67
H 1.88 -1.71 1.23
H 2.77 -0.29 0.94
H 1.61 -0.57 2.30
H -1.74 2.06 -1.38
H -2.84 0.60 -1.14
H -1.45 0.69 -2.43
*
```

---

Entry from the OMol25 dataset: an isolated molecule of C11H9INO4P (wB97M-V/def2-TZVPD).

Summary:
**E_tot**: -1419.37536 hartree
**SMILES**: CP(O)c1cccc2c1C(=O)N(CC(=O)I)C2=O

Geometry as ORCA input:
```
! RIJCOSX wB97M-V def2-TZVPD def2/J DEFGRID3
* xyz 0 1
C -0.43 2.01 -3.64
P 0.09 2.06 -1.90
O 1.71 2.09 -2.14
C -0.21 0.30 -1.43
C -0.82 -0.68 -2.23
C -1.08 -1.97 -1.76
C -0.71 -2.36 -0.48
C -0.10 -1.41 0.31
C 0.13 -0.12 -0.15
C 0.79 0.63 0.94
O 1.29 1.72 0.89
N 0.79 -0.19 2.13
C -0.05 0.33 3.21
C 0.16 -0.36 4.55
O -0.72 -0.51 5.33
I 2.18 -0.90 5.05
C 0.41 -1.51 1.70
O 0.56 -2.51 2.34
H -1.52 1.96 -3.65
H -0.05 1.14 -4.20
H -0.08 2.90 -4.16
H 2.15 2.26 -1.29
H -1.13 -0.43 -3.23
H -1.57 -2.69 -2.41
H -0.88 -3.36 -0.10
H -1.11 0.21 2.97
H 0.19 1.39 3.37
*
```

---

Entry from the OMol25 dataset: C19H35O8P2SSbSe4Tc as an isolated structure (wB97M-V/def2-TZVPD).

Summary:
**Energy relative to the best compared isomer or geometry (same formula, charge and spin)**: 253.68 kJ/mol
**E_tot**: -12354.81142 hartree

Geometry as ORCA input:
```
! RIJCOSX wB97M-V def2-TZVPD def2/J DEFGRID3
* xyz -1 1
Tc 0.29 -0.94 -1.07
Se -1.09 -2.93 -5.05
Sb 0.65 -3.95 -3.80
Se 1.66 -2.84 -1.88
Se 2.06 -0.75 0.71
Se 1.57 -6.04 -4.43
C 0.00 3.63 -2.80
C -0.84 2.37 -2.94
O -1.90 2.54 -3.89
P -1.64 1.88 -1.38
O -2.16 3.21 -0.65
O -2.99 1.15 -1.77
O -0.75 1.16 -0.44
P 0.16 0.87 -3.36
O 0.17 1.11 -4.96
O -0.72 -0.30 -3.00
O 1.51 0.93 -2.73
H -0.63 4.48 -2.57
H 0.53 3.81 -3.74
H 0.75 3.50 -2.02
H -1.55 2.25 -4.74
H -2.96 3.56 -1.07
H -2.90 0.72 -2.64
H 0.53 0.34 -5.43
C 4.04 1.35 -0.61
C 3.52 1.89 0.72
C 3.37 3.41 0.57
C 4.54 1.57 1.82
C 2.15 1.22 0.99
H 4.96 1.88 -0.86
H 3.31 1.48 -1.42
H 4.26 0.29 -0.55
H 4.31 3.83 0.21
H 3.13 3.92 1.50
H 2.60 3.65 -0.17
H 5.52 1.93 1.50
H 4.61 0.49 1.97
H 4.30 2.03 2.77
H 1.37 1.62 0.35
C 1.05 3.14 2.92
S 1.48 1.44 2.63
C -0.11 0.70 2.61
O 2.29 0.99 3.74
H 0.48 3.16 3.85
H 0.46 3.51 2.08
H 1.97 3.71 3.04
H -0.57 0.91 1.65
H -0.67 1.12 3.45
H 0.05 -0.37 2.72
C -2.79 -0.92 1.02
C -2.33 -2.19 0.30
C -3.42 -2.57 -0.73
C -1.03 -2.10 -0.50
C -2.17 -3.27 1.37
C -3.26 -4.00 1.85
C -3.11 -4.93 2.87
C -1.87 -5.14 3.45
C -0.78 -4.41 2.99
C -0.93 -3.49 1.96
H -2.90 -0.09 0.32
H -2.08 -0.64 1.79
H -3.75 -1.10 1.51
H -3.43 -1.82 -1.53
H -4.41 -2.60 -0.28
H -3.20 -3.54 -1.18
H -0.92 -3.12 -0.94
H -4.24 -3.86 1.41
H -3.97 -5.49 3.22
H -1.75 -5.86 4.24
H 0.21 -4.57 3.42
H -0.07 -2.94 1.59
*
```

---

Entry from the OMol25 dataset: an isolated molecule of C3H6N2O (wB97M-V/def2-TZVPD).

Summary:
**Energy relative to the best compared isomer or geometry (same formula, charge and spin)**: 95.16 kJ/mol
**E_tot**: -302.65685 hartree
**SMILES**: C/N=C/NC=O

Geometry as ORCA input:
```
! RIJCOSX wB97M-V def2-TZVPD def2/J DEFGRID3
* xyz 0 1
C 1.28 -1.71 0.21
N 0.53 -0.48 0.22
C -0.17 -0.20 -0.79
N -0.98 0.94 -0.83
C -1.23 1.69 0.30
O -1.99 2.64 0.32
H 1.03 -2.30 1.09
H 1.11 -2.33 -0.68
H 2.35 -1.49 0.26
H -0.22 -0.81 -1.71
H -1.50 1.17 -1.66
H -0.67 1.31 1.16
*
```

---

Record order is preserved below.
F_max: 3.34 2.92 3.99 0.61 1.29 0.93 1.27 2.61 0.77 0.55 0.60 eV/Å